This record from the Open Molecules 2025 dataset describes a structure of composition C3H4FO3Zn at a distorted geometry. The level of theory is the ωB97M-V functional and the def2-TZVPD basis.

The geometry in XYZ format:
```
12
Properties=species:S:1:pos:R:3
O -0.532 -1.129 -0.733
C -0.297 1.902 2.604
C 0.254 0.930 1.887
H 0.514 0.991 0.827
C 0.100 -0.222 -1.309
H -1.257 -0.231 -2.653
H -0.643 2.798 2.088
O 1.164 0.331 -0.972
O -0.449 0.265 -2.482
F 0.727 -0.184 2.489
H -0.431 1.811 3.682
Zn 3.728 2.567 1.659
```

Output
HOMO level: -4.41 eV
DFT total energy: -60454.405 eV
LUMO: 2.69 eV
charge: -1
orbital gap: 7.1031 eV



This record from the Open Molecules 2025 dataset describes a cluster of 14 separate species, C26H62Br2N2O15 in total at a distorted geometry. The level of theory is the ωB97M-V functional and the def2-TZVPD basis.

The geometry in XYZ format:
```
107
Properties=species:S:1:pos:R:3
H -4.861 4.341 -7.982
C -3.769 0.350 -0.695
H 0.936 -6.598 -2.654
N -4.880 0.658 -1.210
H -3.178 4.450 -8.530
C -2.103 0.185 1.145
H 2.694 -0.291 3.883
C 4.302 2.207 -0.128
H -3.866 1.351 1.192
H -3.227 -0.495 -1.110
H -2.617 3.538 -6.461
C -0.856 -0.079 0.578
H 8.826 -3.442 5.127
O 2.338 -0.107 4.757
H -3.699 -1.755 -6.530
H -7.412 2.131 -0.649
H 3.955 -1.039 5.678
H -0.623 1.724 6.437
H 6.489 -1.861 4.907
H -3.273 -0.221 2.897
C -3.111 1.066 0.464
H -8.653 0.969 -1.192
H 5.468 -3.882 2.718
H 5.057 1.220 8.645
O 4.846 5.214 0.518
H -2.631 1.971 0.102
H -1.027 -2.210 -1.633
H -5.261 1.479 -0.732
H 3.800 -4.489 2.701
H 2.562 -2.098 5.334
H 2.473 -0.891 6.638
Br 3.935 -0.021 -1.858
C -5.874 1.383 -5.119
O -3.525 3.421 -6.753
H 7.851 -3.257 3.655
H 2.455 -0.133 -4.875
C 1.265 -0.966 0.327
O 3.027 0.951 8.260
H 2.892 1.525 -4.385
Br 1.304 2.421 1.012
C 3.296 1.225 -0.584
O 7.377 -2.011 5.247
H 4.473 -3.674 1.263
O 0.852 1.157 -4.557
H 0.552 -2.166 2.861
H 3.166 -2.257 2.543
C -1.622 -2.495 -3.464
O 4.052 -2.431 2.876
C 4.462 -3.692 2.355
C -0.253 0.418 -0.679
H -9.050 2.184 0.045
H 5.771 4.892 2.359
H 0.216 -5.229 -1.785
H -5.932 -2.111 -5.984
H 3.969 2.787 0.719
H -5.168 2.104 -5.534
H -0.237 0.752 5.002
C 4.235 1.688 8.098
C -2.343 -0.416 2.382
H 0.777 0.904 -3.631
O -5.750 -1.838 -6.887
H -4.307 -3.322 -7.130
H -0.943 -1.764 -3.909
H 2.809 0.944 9.196
H -4.214 -1.925 -8.218
H 2.273 1.213 -6.018
O 2.171 -1.726 0.443
H -5.272 1.552 -3.271
C -3.833 4.478 -7.656
H -1.684 -5.626 -3.067
H 6.580 6.072 1.294
C -0.187 -1.528 2.403
O -1.702 -0.043 6.191
C -4.420 -2.237 -7.198
H -1.923 -0.084 7.125
H -1.619 -1.687 3.964
H -3.744 5.451 -7.167
H 0.326 0.223 6.592
C 7.822 -3.268 4.748
H 4.114 2.719 8.438
C 0.062 -0.913 1.186
C -1.409 -1.246 3.003
H 4.613 2.873 -0.925
C 6.020 5.134 1.322
O -8.894 2.916 -1.855
O -0.855 0.929 -1.567
H -2.573 -2.463 -3.989
H -1.191 -3.494 -3.549
C 2.194 0.925 -4.973
H 4.295 5.915 0.876
H -8.370 2.732 -2.643
C 2.865 -1.095 5.646
C 0.005 -6.180 -2.282
N 1.157 0.098 -0.682
O -0.860 -5.993 -3.398
H -5.483 0.372 -5.256
C -8.475 1.994 -0.859
H -0.432 -6.873 -1.559
H -6.820 1.469 -5.648
H 7.166 -4.072 5.094
H 5.194 1.673 0.196
O -1.871 -2.177 -2.091
C -0.490 0.708 6.056
C 2.029 1.145 -0.201
O -6.109 1.640 -3.734
H 4.474 1.692 7.037
H 6.643 4.341 0.916
```

Output
HOMO level: -9.34 eV
DFT total energy: -201738.474 eV
LUMO: -0.80 eV
orbital gap: 8.5428 eV



This record from the Open Molecules 2025 dataset describes a cluster of 2 separate species, C4H9O in total at a distorted geometry. The level of theory is the ωB97M-V functional and the def2-TZVPD basis.

The geometry in XYZ format:
```
14
Properties=species:S:1:pos:R:3
C -0.314 -0.871 0.915
H 2.760 6.028 2.586
C 0.371 0.111 -0.107
H 0.155 -1.818 1.125
H 2.997 6.311 1.910
H -1.099 -1.442 -1.169
C 1.775 -0.567 -0.512
C -0.991 -0.478 -0.445
H -0.786 -0.474 1.814
H 1.931 -1.532 -0.086
H 0.222 1.242 -0.009
H 2.602 0.020 0.056
H 2.071 -0.523 -1.529
O -1.987 0.377 -0.475
```

Output
HOMO level: -1.95 eV
DFT total energy: -6338.443 eV
LUMO: 4.28 eV
charge: -1
ΔE to the lowest compared entry with this formula, charge and spin: 53.6 kcal per mole
orbital gap: 6.2290 eV